This record from OMol25 describes C42H64IrN4O3 as an isolated structure in a non-equilibrium geometry. The level of theory is ωB97M-V/def2-TZVPD.

Calculated values
**Charge**: +1
**Max |F|**: 0.0868 hartree/bohr
**2S+1**: 5
**HOMO level (alpha / beta)**: -7.52 / -9.47 eV

Cartesian coordinates (Å):
Ir (-0.85183, -0.78262, 1.34368)
C (-1.06939, 0.91695, 4.04152)
N (-0.45648, -0.35737, 3.44418)
C (-0.84232, -1.46780, 4.38654)
C (1.10489, -0.13694, 3.41566)
C (1.80294, -0.99497, 2.43568)
N (1.23432, -0.85498, 1.05187)
C (1.88555, 0.36427, 0.39524)
C (1.50899, 1.73004, 0.92154)
C (2.55378, 2.60912, 1.38307)
C (2.30366, 3.93344, 1.72447)
C (0.97119, 4.38386, 1.59182)
C (-0.01679, 3.62132, 0.99480)
C (0.16339, 2.13211, 0.95480)
O (-0.82463, 1.30855, 0.95482)
C (-1.30941, 4.27209, 0.59180)
C (-1.12261, 5.75074, 0.08133)
C (-1.88463, 3.53150, -0.60843)
C (-2.35307, 4.28707, 1.75616)
C (3.41519, 4.88832, 1.95089)
C (3.17538, 5.66387, 3.23637)
C (4.78989, 4.14735, 1.90101)
C (3.59062, 5.97053, 0.83117)
C (1.73242, -2.06751, 0.23971)
C (1.09449, -2.20039, -1.12143)
C (1.52416, -3.33761, -1.88373)
C (1.14819, -3.43006, -3.22496)
C (0.38270, -2.33705, -3.74065)
C (-0.13214, -1.30561, -3.00180)
C (-0.05759, -1.46816, -1.53450)
O (-1.02552, -1.02618, -0.78380)
C (-0.86431, -0.14139, -3.65823)
C (-0.88358, -0.29472, -5.13828)
C (-0.09124, 1.21634, -3.34995)
C (-2.30477, 0.03571, -3.15910)
C (1.28960, -4.67117, -4.04977)
C (0.00386, -5.22058, -4.71498)
C (2.35639, -4.43292, -5.13588)
C (1.88616, -5.86481, -3.25127)
H (-0.59773, 1.16813, 4.95842)
H (-0.90966, 1.76271, 3.32943)
H (-2.17435, 0.72140, 4.15887)
H (-0.36454, -1.36202, 5.40225)
H (-1.89405, -1.42619, 4.59388)
H (-0.55353, -2.43643, 3.93293)
H (1.29524, 0.89402, 3.16675)
H (1.58408, -0.30063, 4.36907)
H (2.87044, -0.78629, 2.41474)
H (1.71445, -2.05318, 2.71103)
H (2.95525, 0.20134, 0.40129)
H (1.60106, 0.36817, -0.66181)
H (3.53674, 2.16251, 1.62265)
H (0.69713, 5.38600, 1.87709)
H (-0.18852, 5.87726, -0.50507)
H (-1.99443, 6.10644, -0.47868)
H (-0.96686, 6.38794, 0.94717)
H (-1.29448, 3.83941, -1.43373)
H (-1.86553, 2.42855, -0.48014)
H (-2.91960, 3.71564, -0.90356)
H (-2.00964, 4.76596, 2.65429)
H (-3.27740, 4.82245, 1.47563)
H (-2.60166, 3.24965, 2.10120)
H (2.72636, 5.09182, 4.01261)
H (4.15186, 6.10185, 3.53967)
H (2.47972, 6.46306, 3.07599)
H (4.94565, 3.53220, 2.81139)
H (4.87931, 3.52566, 1.00228)
H (5.64230, 4.89603, 1.89133)
H (2.70289, 6.50184, 0.61512)
H (4.29224, 6.69532, 1.21419)
H (3.94553, 5.64081, -0.16157)
H (2.85266, -1.93975, 0.02638)
H (1.57421, -3.00172, 0.85592)
H (2.03245, -4.15824, -1.39310)
H (0.20389, -2.43731, -4.82614)
H (0.08679, -0.21540, -5.64080)
H (-1.39009, -1.27000, -5.29892)
H (-1.47805, 0.53468, -5.59882)
H (0.84192, 1.24088, -3.93616)
H (-0.68489, 2.04528, -3.66988)
H (0.12958, 1.36457, -2.28894)
H (-2.95312, -0.72649, -3.52302)
H (-2.43619, 0.08449, -2.05266)
H (-2.76234, 0.92274, -3.66621)
H (-0.39321, -4.57541, -5.50573)
H (0.24458, -6.12543, -5.28510)
H (-0.82074, -5.35551, -3.95839)
H (1.97245, -3.85344, -5.96693)
H (3.21674, -3.90427, -4.69154)
H (2.74012, -5.38349, -5.47455)
H (1.28304, -6.24686, -2.42766)
H (2.22714, -6.67818, -3.87020)
H (2.81349, -5.43887, -2.81388)
C (-5.00097, -0.11620, 2.82011)
C (-3.95919, -0.72985, 1.88968)
O (-2.85657, -0.04800, 1.74310)
N (-4.22603, -1.84318, 1.23288)
C (-3.51208, -2.33249, 0.02536)
C (-2.34653, -3.19541, 0.35998)
C (-2.38291, -4.51746, -0.10879)
C (-1.51963, -5.47730, 0.42817)
C (-0.67610, -5.12181, 1.48424)
C (-0.59864, -3.81266, 1.81483)
N (-1.40567, -2.77938, 1.26005)
H (-5.11556, 0.94688, 2.57047)
H (-4.84013, -0.27481, 3.89501)
H (-5.99257, -0.52475, 2.55805)
H (-5.07793, -2.39567, 1.43297)
H (-3.21585, -1.43298, -0.58283)
H (-4.26116, -2.94974, -0.51369)
H (-3.04145, -4.83336, -0.97280)
H (-1.45529, -6.48815, 0.06772)
H (-0.00651, -5.78892, 1.97051)
H (-0.04546, -3.47879, 2.70529)